Record 1
{
  "formula": "C30H65BN2O9S4",
  "method": "the ωB97M-V functional and the def2-TZVPD basis",
  "e_tot_ha": -3586.2703,
  "relative_energy_kj_mol": 0.00,
  "orbital_gap_ev": 8.7,
  "e_lumo_ev": 0.0,
  "multiplicity": 1,
  "species": ["C", "C", "C", "C", "C", "C", "C", "C", "C", "C", "C", "C", "C", "C", "C", "C", "N", "B", "O", "O", "C", "O", "C", "N", "O", "C", "C", "O", "C", "C", "H", "H", "H", "H", "H", "H", "H", "H", "H", "H", "H", "H", "H", "H", "H", "H", "H", "H", "H", "H", "H", "H", "H", "H", "H", "H", "H", "H", "H", "H", "H", "H", "H", "H", "H", "H", "H", "H", "H", "H", "H", "C", "S", "O", "C", "H", "H", "H", "H", "H", "H", "C", "S", "O", "C", "H", "H", "H", "H", "H", "H", "C", "S", "O", "C", "H", "H", "H", "H", "H", "H", "C", "S", "O", "C", "H", "H", "H", "H", "H", "H"],
  "xyz": [[-0.183, -2.864, -3.584], [0.042, -2.347, -5.010], [0.588, -0.905, -5.075], [1.819, -0.686, -5.989], [3.006, 0.017, -5.307], [4.064, -0.909, -4.684], [3.536, -2.224, -4.107], [4.389, -2.826, -2.983], [4.481, -2.014, -1.692], [3.121, -1.727, -1.045], [2.487, -0.401, -1.461], [3.193, 0.843, -0.923], [3.062, 1.057, 0.596], [1.678, 1.627, 0.938], [1.105, 1.273, 2.335], [-0.254, 1.822, 2.361], [-1.332, 2.233, 2.369], [1.925, 2.014, 3.508], [1.252, 2.543, 4.600], [3.273, 2.091, 3.396], [0.967, -0.298, 2.566], [0.948, -1.040, 1.405], [2.150, -0.799, 3.323], [3.096, -1.151, 3.876], [-0.180, -0.488, 3.368], [-0.798, -1.775, 3.301], [-2.068, -1.732, 2.479], [-1.790, -1.718, 1.091], [-2.844, -1.210, 0.276], [-2.544, 0.189, -0.246], [-0.537, -2.082, -2.911], [-0.913, -3.670, -3.575], [0.736, -3.272, -3.165], [-0.904, -2.388, -5.545], [0.750, -3.013, -5.502], [-0.208, -0.256, -5.439], [0.832, -0.545, -4.075], [2.151, -1.624, -6.435], [1.509, -0.056, -6.824], [2.609, 0.709, -4.563], [3.508, 0.646, -6.044], [4.575, -0.351, -3.896], [4.835, -1.133, -5.423], [2.511, -2.134, -3.756], [3.519, -2.962, -4.911], [3.983, -3.811, -2.746], [5.400, -2.968, -3.375], [5.036, -1.090, -1.857], [5.089, -2.591, -0.993], [2.455, -2.562, -1.281], [3.218, -1.740, 0.041], [1.429, -0.370, -1.202], [2.515, -0.345, -2.549], [4.242, 0.830, -1.215], [2.750, 1.707, -1.428], [3.212, 0.104, 1.094], [3.831, 1.758, 0.902], [0.949, 1.377, 0.166], [1.758, 2.716, 0.909], [1.068, 3.484, 4.510], [3.625, 2.754, 4.002], [0.161, -0.804, 0.888], [-0.115, -2.539, 2.934], [-1.079, -2.050, 4.318], [-2.647, -2.631, 2.735], [-2.666, -0.866, 2.770], [-3.789, -1.202, 0.821], [-2.945, -1.893, -0.567], [-1.979, 0.162, -1.179], [-3.479, 0.706, -0.460], [-1.989, 0.785, 0.475], [-5.688, 5.045, 3.586], [-5.508, 3.427, 2.825], [-6.715, 2.638, 3.198], [-4.161, 2.870, 3.865], [-6.521, 5.549, 3.101], [-5.897, 4.925, 4.649], [-4.774, 5.618, 3.435], [-4.476, 2.898, 4.910], [-3.291, 3.500, 3.702], [-3.920, 1.852, 3.576], [-10.953, 3.354, 0.383], [-9.613, 3.435, -0.812], [-10.020, 2.602, -1.973], [-8.451, 2.469, 0.154], [-11.809, 3.869, -0.046], [-11.205, 2.311, 0.574], [-10.647, 3.850, 1.304], [-8.878, 1.490, 0.367], [-8.218, 2.991, 1.083], [-7.543, 2.355, -0.436], [-2.585, -5.685, 1.136], [-1.271, -5.275, -0.021], [-1.699, -5.779, -1.350], [-0.081, -6.457, 0.625], [-3.452, -5.082, 0.874], [-2.832, -6.743, 1.048], [-2.264, -5.447, 2.150], [-0.499, -7.462, 0.569], [0.166, -6.198, 1.655], [0.812, -6.393, 0.007], [7.296, 3.365, 0.848], [5.856, 3.700, 1.868], [5.311, 5.016, 1.441], [6.777, 3.987, 3.387], [6.947, 3.205, -0.170], [7.971, 4.220, 0.876], [7.794, 2.466, 1.210], [7.489, 4.797, 3.234], [7.291, 3.070, 3.677], [6.066, 4.267, 4.162]],
  "mulliken_charge": [-0.767, -0.824, -0.056, -1.007, -0.746, -0.827, 0.983, -1.351, -0.927, -0.513, 2.363, -1.727, 0.521, -1.813, 1.705, -0.763, -0.616, 0.968, -0.603, -0.522, 0.740, -0.158, -0.332, -0.708, -0.478, -0.719, -0.383, -0.102, -0.577, -0.729, 0.043, 0.441, 0.131, 0.492, 0.328, 0.615, -0.231, 0.445, 0.450, 0.267, 0.474, 0.177, 0.504, -0.998, 0.637, 0.381, 0.436, 0.315, 0.343, 0.395, 0.376, -0.246, -1.383, 0.484, 0.402, 0.087, -0.242, 0.692, 0.622, 0.329, 0.284, 0.198, 0.358, 0.503, 0.405, 0.104, 0.492, 0.360, 0.153, 0.365, 0.013, -0.946, 0.567, -0.637, -0.677, 0.318, 0.292, 0.343, 0.413, 0.355, -0.022, -0.896, 0.482, -0.624, -0.715, 0.320, 0.289, 0.333, 0.326, 0.185, 0.295, -1.145, 0.876, -0.711, -1.086, 0.328, 0.402, 0.317, 0.359, 0.334, 0.322, -1.158, 0.790, -0.696, -1.117, 0.317, 0.399, 0.365, 0.395, 0.346, 0.331]
}



Record 2
{
  "formula": "C30H65F2N7O4P2",
  "method": "the ωB97M-V functional and the def2-TZVPD basis",
  "e_tot_ha": -2748.0709,
  "orbital_gap_ev": 7.0,
  "e_lumo_ev": -0.9,
  "multiplicity": 1,
  "species": ["C", "C", "C", "C", "C", "C", "C", "C", "O", "C", "O", "C", "C", "C", "C", "F", "C", "C", "N", "C", "C", "C", "F", "H", "H", "H", "H", "H", "H", "H", "H", "H", "H", "H", "H", "H", "H", "H", "H", "H", "H", "H", "H", "H", "H", "H", "H", "H", "H", "H", "H", "H", "C", "N", "C", "P", "O", "N", "C", "C", "N", "C", "C", "H", "H", "H", "H", "H", "H", "H", "H", "H", "H", "H", "H", "H", "H", "H", "H", "H", "H", "C", "N", "C", "P", "O", "N", "C", "C", "N", "C", "C", "H", "H", "H", "H", "H", "H", "H", "H", "H", "H", "H", "H", "H", "H", "H", "H", "H", "H"],
  "xyz": [[4.714, 5.669, 6.837], [3.877, 4.512, 6.829], [3.126, 3.135, 6.319], [2.917, 3.079, 4.665], [4.294, 3.191, 3.782], [5.635, 2.580, 4.498], [6.979, 3.105, 3.652], [5.732, 0.935, 4.491], [2.588, 1.624, 4.502], [1.768, 1.290, 3.328], [1.819, 0.240, 2.482], [0.766, 2.628, 3.275], [-0.762, 2.260, 3.740], [-0.901, 0.882, 4.631], [-0.187, 1.001, 6.105], [0.886, -0.025, 6.334], [1.572, 3.860, 4.047], [0.733, 4.818, 5.093], [1.348, 6.180, 5.334], [1.840, 4.896, 2.776], [0.473, 5.508, 2.114], [0.207, 7.100, 2.403], [1.334, 7.995, 2.033], [5.468, 6.594, 6.815], [3.827, 2.209, 6.591], [2.134, 2.968, 6.916], [4.537, 4.335, 3.543], [4.160, 2.661, 2.729], [5.814, 2.923, 5.602], [7.347, 2.180, 3.012], [6.770, 4.067, 3.016], [7.832, 3.271, 4.470], [6.715, 0.659, 5.108], [5.870, 0.486, 3.418], [4.845, 0.414, 5.097], [0.634, 2.725, 2.093], [-1.325, 3.101, 4.325], [-1.402, 2.070, 2.750], [-2.068, 0.750, 4.844], [-0.588, -0.069, 4.014], [0.192, 2.106, 6.325], [-1.013, 0.787, 6.927], [0.598, 4.324, 6.171], [-0.384, 5.026, 4.725], [1.168, 6.451, 6.346], [2.381, 6.195, 5.184], [2.386, 4.266, 1.924], [2.590, 5.770, 3.041], [-0.514, 4.937, 2.379], [0.601, 5.405, 0.932], [-0.701, 7.416, 1.696], [-0.199, 7.294, 3.508], [-1.954, -1.151, -1.511], [-1.679, -0.246, -2.619], [-2.919, 0.472, -2.949], [-0.304, 0.772, -2.667], [-0.784, 1.604, -1.453], [1.048, 0.120, -1.864], [1.130, -1.198, -1.273], [1.841, 1.066, -1.076], [0.247, -0.186, -4.062], [-0.474, -1.217, -4.782], [1.526, 0.150, -4.671], [-2.945, -1.613, -1.605], [-1.909, -0.642, -0.544], [-1.267, -1.996, -1.514], [-2.761, 1.132, -3.808], [-3.271, 1.083, -2.110], [-3.716, -0.226, -3.233], [0.542, -1.268, -0.354], [2.165, -1.457, -1.021], [0.810, -1.969, -1.978], [1.408, 1.224, -0.082], [1.899, 2.035, -1.583], [2.872, 0.718, -0.954], [-0.618, -2.106, -4.159], [0.063, -1.555, -5.676], [-1.445, -0.855, -5.132], [2.252, -0.650, -4.501], [1.940, 1.073, -4.251], [1.430, 0.315, -5.750], [-2.650, -7.388, -3.769], [-4.035, -7.126, -4.138], [-4.907, -7.912, -3.253], [-4.639, -5.549, -4.416], [-4.430, -5.127, -2.941], [-3.472, -4.477, -5.035], [-2.119, -4.821, -5.413], [-3.504, -3.115, -4.495], [-4.880, -6.034, -6.111], [-4.731, -7.353, -6.695], [-5.404, -5.051, -7.046], [-2.497, -8.441, -3.505], [-2.328, -6.776, -2.920], [-1.981, -7.226, -4.613], [-5.957, -7.773, -3.530], [-4.790, -7.620, -2.203], [-4.697, -8.985, -3.344], [-1.489, -5.012, -4.539], [-1.648, -4.013, -5.986], [-2.101, -5.688, -6.079], [-2.967, -3.048, -3.543], [-4.538, -2.791, -4.331], [-3.063, -2.398, -5.195], [-3.683, -7.670, -6.695], [-5.060, -7.386, -7.740], [-5.337, -8.095, -6.165], [-4.643, -4.776, -7.780], [-5.719, -4.136, -6.532], [-6.286, -5.427, -7.578]],
  "mulliken_charge": [-0.553, -0.387, -0.518, 0.371, -0.622, 0.226, -1.045, -1.079, -0.346, -0.249, -0.619, 0.306, -0.683, -0.684, 0.216, -0.324, 1.129, -0.903, -0.456, -0.672, -0.576, -0.331, -0.340, 0.327, 0.432, 0.335, 0.348, 0.158, 0.301, 0.270, 0.332, 0.260, 0.349, 0.305, 0.162, 0.282, 0.254, 0.271, 0.443, 0.277, -0.227, 0.307, 0.351, 0.182, 0.361, 0.154, 0.424, 0.411, 0.253, 0.315, 0.312, 0.177, -1.321, 0.463, -1.105, 0.805, -0.932, 0.292, -1.119, -1.280, 0.077, -0.763, -1.097, 0.487, 0.197, 0.372, 0.390, 0.304, 0.224, 0.308, 0.389, 0.265, 0.374, 0.359, 0.429, 0.232, 0.444, 0.161, 0.321, 0.330, 0.452, -1.109, 0.228, -1.206, 0.886, -0.888, 0.228, -1.126, -1.357, 0.046, -0.879, -1.106, 0.380, 0.299, 0.297, 0.388, 0.337, 0.356, 0.368, 0.350, 0.272, 0.451, 0.412, 0.324, 0.268, 0.410, 0.253, 0.309, 0.305, 0.463]
}



- Which value of multiplicity does entry 2 give?
  1



- multiplicity of number 1 (C30H65BN2O9S4)?
  1



- Which value of multiplicity does entry 1 give?
  1